Record 1
Formula: C33H35Cl5N4P2Pd
Source: the OMol25 dataset
Level of theory: ωB97M-V/def2-TZVPD

```
80
Properties=species:S:1:pos:R:3
Pd -0.2925 -0.8180 -0.5135
C -1.2990 1.9308 -0.9074
C -1.4536 0.8266 -1.7112
C -0.9530 0.7819 -3.1490
C 0.3079 -0.0593 -3.3533
C 1.2468 0.0694 -2.1805
C 1.5735 1.2249 -1.5316
C 1.0179 2.5575 -1.7939
C -0.2465 2.9419 -0.9459
C 1.3007 -1.3281 0.5652
H -2.0014 2.0662 -0.0825
H -2.3455 0.2031 -1.5617
H -0.8285 1.7983 -3.5385
H -1.7583 0.3552 -3.7567
H 0.0066 -1.1127 -3.4622
H 0.7939 0.2069 -4.3062
H 1.8754 -0.8143 -2.0283
H 2.3619 1.1714 -0.7581
H 0.7918 2.7163 -2.8580
H 1.7750 3.3060 -1.5411
H 0.0525 3.1222 0.1005
H -0.5985 3.9172 -1.3428
H 1.1914 -1.0298 1.6282
H 2.2544 -0.9651 0.1454
H 1.2256 -2.4388 0.4892
P 1.3728 -1.1191 -8.1290
P -1.8393 -0.6510 -7.7534
N 2.7929 -0.0975 -8.2315
N 1.9846 -2.4548 -9.2841
N -2.0011 1.1152 -7.6814
N -3.4851 -1.0047 -8.3243
C 0.4107 -0.2288 -9.4590
C -1.0670 -0.6533 -9.4638
C 3.2636 0.5281 -7.0560
C 4.3028 1.3863 -7.3905
C 4.4925 1.3010 -8.8174
C 3.5370 0.3937 -9.3029
C 2.1732 -3.7707 -8.8379
C 2.6732 -4.5612 -9.8826
C 2.8022 -3.7060 -11.0335
C 2.3304 -2.4337 -10.6420
C -1.8141 1.7633 -6.4535
C -1.9324 3.1394 -6.6312
C -2.1934 3.3659 -8.0211
C -2.1948 2.1093 -8.6467
C -4.3662 -0.3206 -9.1705
C -5.4310 -1.1685 -9.5049
C -5.1866 -2.4303 -8.8498
C -3.9923 -2.3102 -8.1511
H 0.8635 -0.4951 -10.4178
H 0.5128 0.8674 -9.3151
H -1.6446 0.0110 -10.1232
H -1.1568 -1.6973 -9.8410
H 2.8065 0.2878 -6.1087
H 4.8709 2.0065 -6.7011
H 5.2531 1.8237 -9.3904
H 3.3391 0.0584 -10.3160
H 1.9403 -4.0333 -7.8156
H 2.9200 -5.6117 -9.8433
H 3.2066 -3.9686 -11.9991
H 2.2092 -1.5456 -11.2427
H -1.6155 1.1692 -5.5701
H -1.8394 3.8918 -5.8601
H -2.3785 4.3218 -8.4986
H -2.3052 1.8725 -9.6968
H -4.1703 0.7014 -9.4634
H -6.2912 -0.9234 -10.1223
H -5.8251 -3.3070 -8.8822
H -3.4421 -3.0136 -7.5445
Cl -2.7549 -2.3787 0.2003
C -2.3428 -1.3189 1.4846
C -1.2726 -0.4675 1.3430
C -0.9861 0.4366 2.3565
Cl 0.2963 1.5768 2.1938
C -1.7508 0.4411 3.5600
Cl -1.3694 1.5100 4.8134
C -2.8080 -0.4609 3.7300
Cl -3.6852 -0.5310 5.1839
C -3.0933 -1.3517 2.6814
Cl -4.3257 -2.5037 2.8786
```

Properties
Energy relative to the best compared isomer or geometry (same formula, charge and spin)   0.00 kcal/mol
Charge   0
Orbital gap (spin up / spin down)   6.183 / 6.997 eV
E_LUMO (spin up / spin down)   0.0 / -1.5 eV
Multiplicity   3
Largest force on an atom   3.614 eV/Å
HOMO (spin up / spin down)   -6.2 / -8.5 eV



Record 2
Formula: C33H35ClEuN2O2P2
Source: the OMol25 dataset
Level of theory: ωB97M-V/def2-TZVPD

```
76
Properties=species:S:1:pos:R:3
Eu 0.5336 -0.8535 0.4702
C -1.2801 -3.4815 3.9164
C -0.3887 -3.1769 2.7492
O -0.6612 -2.1222 2.0375
C 0.7994 -4.0479 2.6350
C 2.0227 -3.7672 1.9587
C 3.0820 -4.8103 2.0992
N 2.2430 -2.6753 1.1409
N 3.5331 -2.1316 1.1612
C 3.5811 -0.7875 1.2215
O 2.5065 -0.0335 1.2241
C 4.8845 0.0231 1.1446
C 5.9923 -0.5821 0.5854
C 7.2784 -0.0178 0.7295
C 7.3950 1.1942 1.4551
C 6.2657 1.7989 1.9609
C 5.0244 1.3083 1.7327
H -0.6530 -3.8989 4.7324
H -2.0242 -4.3083 3.7732
H -1.8475 -2.6016 4.2245
H 0.8222 -4.9142 3.3462
H 3.8910 -4.5744 1.4130
H 2.7189 -5.8060 1.8472
H 3.4785 -4.9325 3.1244
H 5.9208 -1.5008 -0.0583
H 8.1270 -0.4736 0.2667
H 8.3412 1.6981 1.4894
H 6.3441 2.7429 2.5088
H 4.1222 1.8495 2.0425
Cl 1.2854 0.6645 -1.9972
C 0.1059 0.2783 -3.3433
C 0.6736 -0.2146 -4.5189
C -0.0737 -0.2340 -5.7096
C -1.3158 0.4326 -5.6768
C -1.9032 0.8866 -4.4954
C -1.1966 0.7124 -3.2794
P -1.9140 1.1259 -1.6627
C -2.3418 -0.4945 -1.0273
C -3.4976 -0.5636 -0.2065
C -3.8691 -1.7833 0.2960
C -3.1217 -2.9579 0.0520
C -2.0469 -2.9308 -0.7730
C -1.5923 -1.6882 -1.2907
C -3.4424 1.9202 -2.2159
C -3.5581 3.3318 -2.1509
C -4.8192 3.9528 -2.4351
C -5.9359 3.1617 -2.7025
C -5.7975 1.7717 -2.8799
C -4.5100 1.1431 -2.6089
H 1.7469 -0.4257 -4.5756
H 0.3490 -0.7288 -6.5595
H -1.8916 0.4237 -6.6576
H -2.8722 1.3239 -4.5165
H -4.0932 0.4003 -0.0217
H -4.8188 -1.8233 0.8534
H -3.4884 -3.9030 0.5021
H -1.5880 -3.8813 -1.0749
H -0.9013 -1.6664 -2.1037
H -2.6141 3.8191 -1.8639
H -4.8844 5.0008 -2.3326
H -6.8989 3.7476 -2.7308
H -6.6375 1.1618 -3.1307
H -4.3725 0.0982 -2.4699
C -1.6032 3.0122 2.7518
P -0.2259 2.2340 1.8087
C 1.1350 2.3190 3.0668
C 0.3713 3.4500 0.6511
H -2.5520 2.3950 2.6277
H -1.7553 4.0645 2.4788
H -1.3123 3.0294 3.8200
H 1.5672 3.3667 2.9938
H 1.9226 1.6349 2.8155
H 0.7907 2.0773 4.1062
H 0.1004 4.4725 1.0812
H -0.1252 3.4117 -0.3019
H 1.4691 3.3538 0.4759
```

Properties
Energy relative to the best compared isomer or geometry (same formula, charge and spin)   0.00 kcal/mol
Charge   0
Orbital gap (spin up / spin down)   6.118 / 6.154 eV
E_LUMO (spin up / spin down)   0.0 / 0.0 eV
Multiplicity   8
Largest force on an atom   3.250 eV/Å
HOMO (spin up / spin down)   -6.1 / -6.1 eV



Record 3
Formula: C33H35CoN9O2PS5
Source: the OMol25 dataset
Level of theory: ωB97M-V/def2-TZVPD

```
86
Properties=species:S:1:pos:R:3
Co 1.0412 0.2603 1.2647
C -1.2712 3.1592 3.3358
C -0.2536 2.3718 2.5879
N 0.1341 1.1839 2.8590
N -0.4337 0.5251 3.9186
C 0.2893 -0.3219 4.7218
N -0.5129 -0.9913 5.5730
S 1.9351 -0.4863 4.6997
C 0.5344 3.0134 1.5108
C 0.3167 4.3150 1.1361
C 1.2115 4.9176 0.2619
C 2.3009 4.1975 -0.1741
C 2.4236 2.8744 0.2245
N 1.5485 2.2737 1.0229
H -1.7586 2.6125 4.1346
H -2.0250 3.4872 2.6191
H -0.8025 4.0412 3.7792
H -1.3626 0.7850 4.1890
H -1.5169 -0.9745 5.5163
H -0.0724 -1.5905 6.2474
H -0.5518 4.8484 1.4969
H 1.0494 5.9365 -0.0651
H 3.0474 4.6326 -0.8262
H 3.2452 2.2906 -0.1394
S -0.2336 -7.2105 1.4110
N -1.2586 -5.9670 1.3809
C -0.5159 -4.8835 1.5061
C -1.0180 -3.5114 1.5129
C -2.3683 -3.1796 1.4030
C -2.7317 -1.8504 1.3733
C -1.7356 -0.8813 1.4226
N -0.4479 -1.1912 1.5367
C -0.0879 -2.4851 1.6024
C 1.3511 -2.7666 1.7655
N 2.1480 -1.7003 1.8938
C 3.4456 -1.9038 2.0651
C 4.0227 -3.1691 2.0746
C 3.2072 -4.2684 1.9145
C 1.8362 -4.0696 1.7694
C 0.8727 -5.1547 1.6187
N 1.1699 -6.4398 1.5795
H -3.1035 -3.9736 1.3338
H -3.7653 -1.5445 1.2754
H -1.9782 0.1709 1.3070
H 4.0565 -1.0179 2.2173
H 5.0916 -3.2733 2.2138
H 3.6011 -5.2782 1.9079
C -1.2077 4.5813 -3.9948
C -0.2855 3.9855 -2.9524
C 0.4780 2.7805 -3.4687
O -1.0267 3.7439 -1.7215
P -1.8927 2.4808 -1.2653
S -3.1252 3.0630 0.1393
S -0.7086 0.9356 -0.7794
O -2.6192 2.1624 -2.6484
C -3.3887 1.0081 -3.0932
C -4.1783 0.3399 -1.9813
C -2.4692 0.0599 -3.8391
H -0.6162 4.9193 -4.8497
H -1.7474 5.4367 -3.5859
H -1.9323 3.8437 -4.3352
H 0.4278 4.7503 -2.6448
H -0.2024 2.0061 -3.8284
H 1.1030 2.3393 -2.6916
H 1.1118 3.1028 -4.3000
H -4.0859 1.4542 -3.7982
H -3.5057 -0.0817 -1.2281
H -4.7736 -0.4689 -2.4152
H -4.8448 1.0473 -1.4882
H -1.6530 -0.2653 -3.1889
H -2.0425 0.5447 -4.7212
H -3.0357 -0.8165 -4.1685
S 4.2424 -1.3069 -1.5227
C 3.3576 -0.2514 -0.5197
N 2.0759 -0.4314 -0.4482
C 1.7012 -1.5236 -1.2664
C 0.4099 -2.0211 -1.4752
C 0.2507 -3.1369 -2.2691
C 1.3488 -3.7650 -2.8810
C 2.6218 -3.2664 -2.7168
C 2.7784 -2.1394 -1.9052
H 3.8887 0.4788 0.0717
H -0.4471 -1.5105 -1.0527
H -0.7484 -3.5230 -2.4414
H 1.1927 -4.6384 -3.5034
H 3.4740 -3.7300 -3.2009
```

Properties
Energy relative to the best compared isomer or geometry (same formula, charge and spin)   33.85 kcal/mol
Charge   +1
Orbital gap (spin up / spin down)   6.454 / 6.413 eV
E_LUMO (spin up / spin down)   -3.1 / -3.1 eV
Multiplicity   2
Largest force on an atom   0.683 eV/Å
HOMO (spin up / spin down)   -9.6 / -9.5 eV



Record 4
Formula: C33H35F5N4OP2Ru
Source: the OMol25 dataset
Level of theory: ωB97M-V/def2-TZVPD

```
81
Properties=species:S:1:pos:R:3
Ru -0.1989 -0.0416 -1.5259
C 0.5556 -1.8401 -0.3050
C 1.0913 -1.8097 -1.6090
C 0.5929 -2.7647 -2.6793
C -0.5183 -2.1735 -3.5651
C -1.2984 -1.0577 -2.9091
C -1.9420 -1.2216 -1.6385
C -1.9037 -2.4763 -0.7822
C -0.6204 -2.6804 0.0793
C -1.3145 1.6503 -1.5654
H 1.2124 -1.5767 0.5243
H 2.1119 -1.4189 -1.7545
H 0.2587 -3.7186 -2.2330
H 1.4566 -3.0178 -3.3169
H -0.0705 -1.7781 -4.4963
H -1.1806 -2.9886 -3.8971
H -1.7311 -0.3096 -3.5816
H -2.8600 -0.6237 -1.5019
H -2.1479 -3.3658 -1.3883
H -2.7553 -2.3918 -0.0844
H -0.8906 -2.4841 1.1302
H -0.3599 -3.7506 0.0506
H -1.7421 1.7620 -0.5517
H -2.1654 1.6526 -2.2647
H -0.6409 2.5144 -1.7183
P -2.0235 -1.7932 -6.6014
P 1.0903 -3.4104 -6.3552
N -3.6084 -2.4209 -6.3799
N -2.5332 -0.8306 -8.1013
N 0.7645 -5.1554 -6.1218
N 2.6047 -3.6458 -7.2503
C -1.4285 -3.2658 -7.5347
C 0.0629 -3.2220 -7.8913
C -4.5399 -1.7614 -5.5661
C -5.7930 -2.2907 -5.8341
C -5.6351 -3.3062 -6.8331
C -4.3011 -3.3451 -7.1743
C -2.2870 0.5329 -8.2445
C -2.6120 0.9181 -9.5418
C -3.0322 -0.2573 -10.2456
C -3.0546 -1.2951 -9.3145
C 0.6723 -5.7828 -4.8546
C 0.0960 -7.0445 -5.0215
C -0.1556 -7.2261 -6.4217
C 0.3066 -6.0850 -7.0707
C 3.1123 -4.7515 -7.9391
C 4.2750 -4.3815 -8.5992
C 4.4504 -2.9710 -8.3861
C 3.4023 -2.5370 -7.5951
H -1.9814 -3.3666 -8.4777
H -1.6428 -4.1470 -6.9108
H 0.2976 -4.0274 -8.6078
H 0.3522 -2.2823 -8.3939
H -4.2126 -0.9868 -4.8857
H -6.7233 -1.9787 -5.3928
H -6.3882 -3.9287 -7.2926
H -3.7789 -3.9407 -7.9138
H -1.9262 1.1174 -7.4170
H -2.5676 1.9103 -9.9612
H -3.2546 -0.3567 -11.2963
H -3.4358 -2.2940 -9.4051
H 1.0502 -5.3051 -3.9572
H -0.1238 -7.7765 -4.2494
H -0.5951 -8.0832 -6.9357
H 0.3797 -5.9075 -8.1386
H 2.5905 -5.6935 -7.9285
H 4.9266 -5.0483 -9.1418
H 5.2682 -2.3741 -8.7614
H 3.1261 -1.5518 -7.2581
F 1.7194 1.2183 5.1772
C 1.5500 1.1925 3.8404
C 0.3407 0.7410 3.3067
F -0.6390 0.2918 4.1256
C 0.1604 0.7133 1.9464
F -1.0848 0.3597 1.5104
C 1.1897 1.0829 1.0335
O 1.1705 0.9594 -0.2538
C 2.3928 1.5968 1.6180
F 3.3513 2.0339 0.7778
C 2.5602 1.6603 2.9831
F 3.6923 2.1612 3.5316
```

Properties
Energy relative to the best compared isomer or geometry (same formula, charge and spin)   0.00 kcal/mol
Charge   +2
Orbital gap (spin up / spin down)   6.732 / 2.689 eV
E_LUMO (spin up / spin down)   -5.1 / -9.2 eV
Multiplicity   5
Largest force on an atom   4.011 eV/Å
HOMO (spin up / spin down)   -11.9 / -11.9 eV



> Among the records above, which one has the highest charge?

C33H35F5N4OP2Ru



> Which formula does entry 1 have?

C33H35Cl5N4P2Pd